[1]
Formula: C26H57BCl2FN8O17P3S3
Source: the OMol25 dataset
Level of theory: ωB97M-V/def2-TZVPD

Output
Kohn-Sham gap	8.489	eV
LUMO level	-0.14	eV
SMILES string	CCCCCCCC[C@@](O[C@H]([C@@H](Cl)[C@@H](C)Cl)[C@](F)(CCSc1nnco1)O[C@@H]([PH2]=S)B(O)OCC)([PH2]=S)P(=N)(O)O.C[N+](=O)[O-].C[N+](=O)[O-].C[N+](=O)[O-].C[N+](=O)[O-].C[N+](=O)[O-]

Atoms and positions in Å:
C  -6.128  -3.982  -0.409
C  -7.010  -3.385  -1.510
C  -6.479  -3.617  -2.924
C  -4.995  -3.302  -3.128
C  -4.703  -1.800  -3.240
C  -3.356  -1.379  -2.648
C  -2.977  0.031  -3.103
C  -1.723  0.549  -2.377
C  -1.570  2.070  -2.282
O  -0.256  2.536  -2.035
C  0.369  2.526  -0.782
C  1.306  3.754  -0.735
Cl  0.547  5.158  -1.543
C  1.739  4.147  0.675
C  2.684  5.355  0.702
Cl  0.324  4.444  1.720
C  1.169  1.181  -0.531
F  1.174  0.438  -1.691
C  0.560  0.317  0.586
C  1.073  0.703  1.987
S  2.009  -0.641  2.781
C  1.051  -0.874  4.212
N  0.382  0.011  4.891
N  -0.184  -0.679  5.962
C  0.211  -1.902  5.836
O  0.990  -2.107  4.753
O  2.498  1.515  -0.241
C  3.453  0.455  -0.280
P  4.191  0.252  -1.947
S  4.479  -1.592  -2.524
B  4.617  0.819  0.766
O  4.629  2.046  1.405
O  5.560  -0.114  0.976
C  6.634  0.126  1.891
C  6.190  0.059  3.341
P  -1.785  2.761  -4.018
S  -0.593  2.008  -5.358
P  -2.835  2.754  -1.128
N  -3.260  1.918  0.114
O  -4.096  3.095  -2.061
O  -2.256  4.196  -0.759
H  -6.704  -4.237  0.476
H  -5.616  -4.876  -0.776
H  -5.344  -3.286  -0.108
H  -7.173  -2.321  -1.323
H  -7.996  -3.851  -1.442
H  -7.050  -2.982  -3.611
H  -6.687  -4.642  -3.224
H  -4.408  -3.709  -2.303
H  -4.665  -3.803  -4.039
H  -5.517  -1.200  -2.821
H  -4.669  -1.544  -4.305
H  -3.406  -1.425  -1.556
H  -2.603  -2.057  -3.036
H  -3.848  0.685  -3.004
H  -2.739  -0.028  -4.169
H  -1.691  0.100  -1.384
H  -0.859  0.233  -2.955
H  -0.329  2.626  0.051
H  2.205  3.562  -1.315
H  2.287  3.304  1.080
H  3.434  5.180  1.474
H  2.137  6.253  0.969
H  3.188  5.479  -0.255
H  0.817  -0.723  0.377
H  -0.527  0.359  0.568
H  1.710  1.578  1.967
H  0.258  0.930  2.669
H  -0.018  -2.731  6.483
H  3.047  -0.525  -0.019
H  3.341  0.976  -2.791
H  5.394  0.970  -1.873
H  4.588  2.797  0.807
H  7.359  -0.670  1.711
H  7.142  1.060  1.661
H  5.449  -0.728  3.471
H  7.051  -0.096  3.988
H  5.719  0.997  3.645
H  -1.571  4.127  -3.793
H  -3.139  2.621  -4.315
H  -2.820  1.014  0.206
H  -4.868  2.672  -1.659
H  -2.494  4.377  0.161
C  -6.253  -8.206  -1.177
N  -6.515  -7.245  -2.284
O  -5.627  -7.043  -3.084
O  -7.608  -6.722  -2.301
H  -5.246  -8.586  -1.289
H  -6.378  -7.661  -0.246
H  -6.994  -8.995  -1.255
C  1.136  -3.669  -4.198
N  -0.106  -2.996  -3.729
O  -0.207  -2.747  -2.545
O  -0.939  -2.735  -4.572
H  1.777  -3.829  -3.341
H  0.835  -4.602  -4.666
H  1.601  -3.010  -4.924
C  9.743  1.399  -1.404
N  9.412  1.712  0.013
O  10.112  1.242  0.881
O  8.446  2.422  0.208
H  10.619  0.762  -1.414
H  8.880  0.901  -1.834
H  9.926  2.343  -1.908
C  4.321  5.220  4.836
N  4.358  6.389  3.913
O  5.240  6.426  3.081
O  3.490  7.221  4.051
H  5.150  4.567  4.589
H  4.400  5.605  5.848
H  3.364  4.728  4.692
C  -3.663  -0.866  6.087
N  -4.738  -1.884  6.236
O  -4.944  -2.337  7.342
O  -5.338  -2.197  5.230
H  -3.218  -0.693  7.058
H  -2.936  -1.261  5.385
H  -4.120  0.034  5.689

Here are the Löwdin charges for atoms 1 to 6, given in e: atom 1 (C): -0.109, atom 2 (C): -0.255, atom 3 (C): -0.225, atom 4 (C): -0.205, atom 5 (C): -0.203, atom 6 (C): -0.207

---

[2]
Formula: C26H57BF4N6O4
Source: the OMol25 dataset
Level of theory: ωB97M-V/def2-TZVPD

Output
Kohn-Sham gap	8.814	eV
LUMO level	-0.71	eV
energy relative to the best compared isomer or geometry (same formula, charge and spin)	656.52	kJ/mol

Atoms and positions in Å:
C  -3.029  0.800  -1.564
C  -3.096  1.437  -0.229
C  -4.430  1.104  0.523
N  -4.775  1.847  1.729
C  -5.262  3.174  1.251
C  -3.622  1.928  2.689
C  -4.333  2.330  4.055
C  -5.849  1.744  3.916
C  -5.886  1.249  2.452
H  -4.202  0.668  -2.111
H  -2.926  -0.225  -1.657
H  -2.260  1.264  -2.168
H  -3.079  2.446  -0.230
H  -2.351  1.214  0.367
H  -4.231  -0.006  0.981
H  -4.998  1.257  -0.325
H  -4.570  3.902  0.931
H  -5.557  3.829  2.112
H  -6.076  3.421  0.697
H  -2.937  2.875  2.551
H  -3.128  1.096  3.058
H  -4.410  3.244  4.358
H  -3.555  1.957  4.849
H  -6.827  2.393  3.843
H  -6.175  0.907  4.654
H  -6.919  1.303  2.151
H  -5.459  0.149  2.597
B  1.211  -0.604  -0.867
F  -0.117  -0.128  -1.112
F  2.086  0.483  -0.777
F  1.300  -1.370  0.283
F  1.588  -1.380  -1.991
C  -1.312  -1.482  -4.135
C  -2.435  -0.617  -4.664
N  -3.342  -0.034  -5.100
H  -0.485  -0.946  -4.693
H  -0.993  -1.260  -3.037
H  -1.284  -2.504  -4.436
C  -1.741  -2.975  -0.558
C  -2.721  -3.473  -1.674
N  -3.456  -3.768  -2.453
H  -1.979  -2.115  0.014
H  -1.541  -3.765  0.208
H  -0.573  -2.865  -0.798
C  3.672  -0.699  2.189
C  4.238  0.162  3.157
N  4.772  0.694  4.015
H  3.378  -0.013  1.498
H  4.588  -1.440  1.924
H  2.933  -1.280  2.677
C  0.951  1.901  -4.324
C  0.851  0.982  -5.458
N  0.891  0.259  -6.378
H  0.080  2.405  -4.238
H  0.956  1.597  -3.226
H  1.962  2.552  -4.593
C  -0.195  3.203  -1.006
C  -1.079  4.098  -0.140
N  -1.821  4.824  0.404
H  0.842  3.619  -0.876
H  -0.071  2.178  -0.621
H  -0.368  3.212  -2.228
C  3.911  2.733  -0.180
C  5.168  1.962  -0.195
O  5.892  2.008  1.002
H  4.040  3.768  -0.575
H  3.154  2.687  0.495
H  3.357  2.528  -1.197
H  5.748  2.245  -0.956
H  5.143  1.013  -0.396
H  6.411  1.116  1.003
C  0.890  1.436  2.681
C  -0.050  0.293  2.912
O  -0.664  0.419  4.122
H  0.225  2.526  2.656
H  1.262  1.315  1.918
H  1.534  1.205  3.582
H  0.414  -0.663  2.914
H  -0.803  0.427  2.275
H  -0.861  -0.502  4.469
C  4.411  -3.807  -1.883
C  4.670  -2.463  -2.453
O  5.668  -2.544  -3.500
H  5.160  -4.314  -1.303
H  4.114  -4.328  -2.689
H  3.720  -3.834  -0.962
H  5.152  -1.698  -1.653
H  3.640  -2.059  -2.970
H  5.380  -1.838  -4.109
C  3.126  -5.944  0.678
C  2.037  -4.884  0.675
O  2.372  -3.693  1.394
H  2.786  -6.604  0.042
H  3.378  -6.504  1.608
H  4.017  -5.529  0.313
H  1.162  -5.528  1.211
H  1.617  -4.762  -0.249
H  1.976  -2.940  0.850

Here are the Löwdin charges for atoms 1 to 6, given in e: atom 1 (C): -0.075, atom 2 (C): -0.241, atom 3 (C): -0.109, atom 4 (N): -0.274, atom 5 (C): 0.016, atom 6 (C): -0.061

---

[3]
Formula: C26H57BrN2O9PS
Source: the OMol25 dataset
Level of theory: ωB97M-V/def2-TZVPD

Output
Kohn-Sham gap	6.391	eV
LUMO level	2.09	eV
energy relative to the best compared isomer or geometry (same formula, charge and spin)	0.00	kJ/mol
charge	-1

Atoms and positions in Å:
C  0.057  -1.018  0.554
O  0.195  -0.065  -0.479
C  -0.737  0.997  -0.371
C  -1.119  1.454  -1.807
C  -1.828  0.247  -2.497
C  -1.051  -0.348  -3.690
C  -1.745  -1.706  -4.041
C  -1.212  -2.811  -3.119
P  -2.314  -4.398  -3.123
C  -1.096  -5.397  -2.070
C  0.028  -6.084  -2.878
C  1.410  -5.806  -2.221
Br  1.419  -6.595  -0.402
O  -3.090  -3.712  -1.686
C  -3.994  -4.615  -1.133
C  -4.882  -4.103  0.023
N  -6.300  -3.899  -0.304
C  -4.610  -5.430  -2.300
N  -5.833  -4.915  -2.993
C  -5.778  -3.736  -3.313
S  -5.843  -2.126  -3.245
O  -3.540  -5.672  -3.166
H  -0.626  -0.708  1.352
H  1.034  -1.234  1.005
H  -0.324  -1.963  0.141
H  -1.659  0.629  0.097
H  -0.324  1.837  0.211
H  -1.829  2.286  -1.772
H  -0.218  1.703  -2.377
H  -2.843  0.492  -2.828
H  -1.959  -0.525  -1.728
H  -1.244  0.321  -4.542
H  0.011  -0.482  -3.481
H  -2.817  -1.527  -3.911
H  -1.582  -1.968  -5.094
H  -0.181  -3.061  -3.435
H  -1.129  -2.419  -2.097
H  -1.734  -4.898  -4.365
H  -3.206  -3.661  -4.020
H  -1.577  -6.163  -1.453
H  -0.625  -4.687  -1.376
H  -0.087  -7.174  -2.858
H  0.079  -5.753  -3.921
H  2.233  -6.224  -2.804
H  1.571  -4.730  -2.143
H  -3.385  -5.397  -0.636
H  -4.815  -4.859  0.826
H  -4.408  -3.200  0.422
H  -6.707  -4.737  -0.701
H  -6.776  -3.781  0.583
H  -4.885  -6.449  -1.994
C  1.566  5.714  3.046
O  0.946  6.147  1.857
C  0.891  5.112  0.886
C  -0.115  5.443  -0.196
O  -1.456  5.154  0.185
C  -2.049  6.084  1.080
C  -2.448  7.387  0.416
O  -1.331  8.255  0.310
C  -1.573  9.314  -0.588
H  2.590  5.373  2.854
H  1.598  6.558  3.733
H  0.989  4.906  3.512
H  0.611  4.164  1.360
H  1.890  5.015  0.438
H  0.089  4.793  -1.049
H  -0.016  6.474  -0.539
H  -1.414  6.257  1.950
H  -2.960  5.596  1.431
H  -3.213  7.887  1.027
H  -2.860  7.177  -0.578
H  -1.745  8.931  -1.600
H  -0.691  9.950  -0.600
H  -2.436  9.910  -0.266
C  7.921  -0.081  4.794
O  6.845  -0.283  3.909
C  6.398  -1.631  3.917
C  5.020  -1.739  3.295
O  3.970  -1.392  4.187
C  3.778  -0.002  4.419
C  3.103  0.711  3.265
O  4.052  1.042  2.265
C  3.424  1.390  1.048
H  8.771  -0.722  4.532
H  8.227  0.961  4.717
H  7.614  -0.279  5.828
H  6.363  -2.010  4.945
H  7.109  -2.230  3.333
H  4.848  -2.790  3.049
H  4.955  -1.171  2.366
H  4.714  0.486  4.698
H  3.110  0.052  5.282
H  2.649  1.644  3.629
H  2.321  0.068  2.847
H  2.858  0.542  0.649
H  4.200  1.659  0.333
H  2.757  2.249  1.188

Here are the Löwdin charges for atoms 1 to 6, given in e: atom 1 (C): -0.106, atom 2 (O): -0.197, atom 3 (C): -0.240, atom 4 (C): -0.157, atom 5 (C): -0.209, atom 6 (C): -0.210

---

[4]
Formula: C26H57F3O11S5SiTa
Source: the OMol25 dataset
Level of theory: ωB97M-V/def2-TZVPD

Output
Kohn-Sham gap	5.850	eV
LUMO level	1.77	eV
energy relative to the best compared isomer or geometry (same formula, charge and spin)	101.87	kJ/mol
charge	-1

Atoms and positions in Å:
C  -2.503  -3.129  5.390
Si  -1.119  -2.175  4.412
C  -2.038  -1.446  2.881
C  -0.540  -0.784  5.627
Ta  0.779  -3.910  3.807
C  1.798  -2.523  2.279
C  2.666  -1.415  2.870
O  1.927  -0.441  3.593
C  3.356  -0.614  1.673
F  4.705  -0.752  1.681
F  3.129  0.708  1.734
F  2.969  -1.021  0.458
H  -2.659  -2.674  6.383
H  -3.447  -3.086  4.816
H  -2.184  -4.174  5.489
H  -2.507  -2.322  2.396
H  -1.357  -0.963  2.165
H  -2.862  -0.795  3.226
H  -0.416  0.132  5.019
H  -1.239  -0.629  6.461
H  0.474  -1.053  5.963
H  1.874  -3.330  5.204
H  -0.030  -5.128  4.961
H  -0.339  -4.498  2.423
H  1.963  -5.274  3.310
H  2.457  -3.168  1.666
H  1.011  -2.138  1.610
H  3.506  -1.775  3.484
H  2.200  -0.471  4.519
C  -1.278  -0.255  -2.622
C  -2.350  -0.215  -1.527
C  -2.638  -1.661  -1.109
S  -1.127  -2.581  -1.421
O  -1.381  -3.545  -2.466
O  -0.531  -2.949  -0.170
C  -0.207  -1.216  -2.118
H  -0.863  0.735  -2.823
H  -1.713  -0.633  -3.551
H  -1.971  0.346  -0.667
H  -3.258  0.284  -1.868
H  -2.889  -1.736  -0.053
H  -3.430  -2.104  -1.712
H  0.453  -1.579  -2.903
H  0.378  -0.767  -1.314
C  3.568  -4.510  9.749
C  4.846  -5.279  9.390
C  4.754  -5.655  7.907
S  3.725  -4.401  7.134
O  2.513  -5.019  6.680
O  4.542  -3.583  6.273
C  3.368  -3.492  8.632
H  3.647  -4.026  10.723
H  2.720  -5.199  9.782
H  5.715  -4.636  9.555
H  4.973  -6.165  10.013
H  5.731  -5.661  7.428
H  4.267  -6.619  7.767
H  2.357  -3.093  8.586
H  4.090  -2.678  8.708
C  2.558  0.669  -4.866
C  2.307  0.068  -6.253
C  1.102  0.795  -6.857
S  1.080  2.438  -6.124
O  -0.110  2.563  -5.322
O  1.427  3.417  -7.128
C  2.490  2.182  -5.048
H  3.519  0.359  -4.459
H  1.776  0.343  -4.174
H  3.187  0.229  -6.881
H  2.133  -1.007  -6.203
H  1.187  0.887  -7.938
H  0.165  0.303  -6.599
H  2.344  2.719  -4.118
H  3.373  2.557  -5.566
C  -0.602  4.242  -0.360
C  -0.042  5.645  -0.625
C  0.546  5.646  -2.040
S  -0.377  4.415  -2.966
O  0.511  3.336  -3.320
O  -1.204  5.073  -3.942
C  -1.402  3.874  -1.605
H  -1.223  4.216  0.535
H  0.220  3.536  -0.221
H  -0.851  6.377  -0.562
H  0.710  5.925  0.113
H  0.437  6.614  -2.525
H  1.594  5.348  -2.039
H  -1.597  2.807  -1.693
H  -2.338  4.433  -1.653
C  -4.090  2.895  -7.059
C  -5.536  3.247  -7.430
C  -6.175  3.912  -6.205
S  -4.830  4.692  -5.305
O  -4.691  4.031  -4.031
O  -4.954  6.125  -5.411
C  -3.518  4.136  -6.382
H  -3.504  2.614  -7.934
H  -4.083  2.053  -6.363
H  -5.536  3.946  -8.271
H  -6.101  2.366  -7.738
H  -6.903  4.669  -6.488
H  -6.639  3.179  -5.547
H  -2.621  3.936  -5.797
H  -3.326  4.928  -7.106

Here are the Löwdin charges for atoms 1 to 6, given in e: atom 1 (C): -0.278, atom 2 (Si): 0.319, atom 3 (C): -0.277, atom 4 (C): -0.268, atom 5 (Ta): 1.191, atom 6 (C): -0.379

---

| no. | electronic energy (a.u.) |
| --- | --- |
| 1 | -6005.3905 |
| 2 | -2078.2588 |
| 3 | -5124.9144 |
| 4 | -4489.3110 |